This record from OMol25 describes a molecular structure, C31H45BrN2P2Pt. The level of theory is ωB97M-V/def2-TZVPD.

Geometry as XYZ:
```
82
Properties=species:S:1:pos:R:3:forces:R:3
C 2.150919 4.369605 -0.459793 -0.45 -0.33 -0.21
C 1.063194 3.782404 -1.156691 -0.04 -0.45 -0.08
C 1.137640 3.501414 -2.537636 -0.05 0.07 0.29
C 2.243689 3.988102 -3.217765 -0.60 -0.56 0.67
N 3.215199 4.596967 -2.559521 1.19 0.95 -0.96
C 3.210549 4.807161 -1.250773 -0.73 -0.73 0.37
C -0.153316 3.395422 -0.546324 1.10 0.61 0.34
C -0.737919 2.426279 0.097100 -0.36 -2.10 0.93
C -2.034614 2.343893 0.668127 1.30 0.81 -0.90
C -2.480276 1.139808 1.213041 -1.08 -0.95 0.32
C -3.829725 0.989542 1.539279 1.46 -0.10 -0.18
C -4.628430 2.090446 1.250519 -2.19 0.37 -0.07
C -4.200665 3.351692 0.798507 0.50 0.02 0.03
C -2.857293 3.474874 0.514277 -0.69 0.00 0.24
Pt -0.434135 -0.112556 0.436931 1.42 -0.68 -2.38
P 1.775940 -0.444322 -0.219695 -0.29 0.15 -0.28
H 0.368720 2.864161 -2.996732 0.23 0.69 -0.01
H 2.185418 4.368122 0.639887 -0.21 0.45 -0.63
H 2.286187 3.835870 -4.298583 0.49 0.19 0.28
H 4.058869 5.305394 -0.775658 -0.07 -0.17 -0.41
H -2.342497 4.364434 0.149133 -0.60 -0.07 0.04
H -1.760424 0.281159 1.461512 -1.71 0.69 0.80
H -4.877478 4.194906 0.665570 -0.02 -0.42 0.07
H -4.266681 0.097900 1.995762 0.26 0.27 -0.33
C 2.418842 -2.149705 0.092237 -0.27 0.03 0.26
C 3.664443 -2.581431 -0.697552 0.24 -0.19 -0.01
H 1.586052 -2.850769 -0.095263 0.28 0.28 0.05
H 2.626914 -2.209684 1.174151 -0.10 0.07 -0.29
H 3.906180 -3.616262 -0.423957 -0.12 0.19 -0.05
H 3.499724 -2.575859 -1.785545 0.08 0.12 0.38
H 4.557408 -1.988255 -0.441909 -0.48 -0.16 -0.25
C 2.090068 -0.055839 -1.994571 -0.52 -0.20 0.00
C 3.512296 0.357818 -2.385076 0.27 0.09 -0.25
H 1.380413 0.750258 -2.249084 0.24 -0.28 0.11
H 1.775268 -0.944434 -2.564808 0.09 0.27 0.16
H 3.553157 0.448721 -3.477411 -0.06 0.03 0.19
H 3.774447 1.347190 -1.981223 -0.03 -0.37 -0.03
H 4.282449 -0.381840 -2.114643 -0.40 0.37 -0.02
C 2.834092 0.729662 0.714507 -0.39 0.06 0.17
C 4.323744 0.387320 0.796034 0.42 0.16 0.08
H 2.402561 0.806114 1.724723 0.13 -0.05 -0.24
H 2.678000 1.713821 0.242594 0.00 -0.29 0.07
H 4.819916 1.179769 1.368945 -0.09 -0.16 -0.05
H 4.512386 -0.553533 1.331833 -0.09 0.25 -0.22
H 4.822630 0.365659 -0.184687 -0.29 -0.10 0.47
Br -6.521661 1.780320 1.390155 0.93 0.32 0.08
P -1.653847 -1.439890 -1.253301 1.51 1.20 0.97
C -0.600309 -2.393368 -2.382507 0.21 -0.16 -0.30
C -1.207697 -3.651577 -2.999819 0.05 -0.35 -0.39
H 0.329201 -2.654178 -1.847423 -0.42 0.09 -0.14
H -0.310257 -1.696491 -3.182341 -0.02 -0.08 0.18
H -0.446444 -4.132497 -3.622977 -0.10 0.03 0.09
H -1.505445 -4.394037 -2.251106 -0.03 0.22 -0.09
H -2.054944 -3.447146 -3.667973 0.15 0.04 0.35
C -2.693163 -2.589796 -0.311090 -0.22 -0.24 0.29
C -4.028017 -3.032020 -0.897479 -0.39 -0.34 0.00
H -2.853773 -2.131188 0.676370 0.02 -0.07 -0.26
H -2.065826 -3.471113 -0.121474 0.02 0.17 0.01
H -4.531568 -3.674559 -0.167989 0.06 0.08 -0.07
H -4.708860 -2.197456 -1.088341 0.18 -0.04 -0.09
H -3.924029 -3.636829 -1.804835 0.06 0.28 0.08
C -2.641350 -0.290220 -2.244749 -0.31 0.15 -0.26
C -3.173485 -0.793577 -3.586723 -0.39 0.13 -0.29
H -2.010928 0.600780 -2.404512 -0.13 -0.33 0.11
H -3.467642 0.041543 -1.600101 0.10 -0.04 -0.07
H -3.768294 0.005527 -4.041745 0.09 -0.11 0.02
H -2.372446 -1.021571 -4.298512 -0.10 -0.06 0.22
H -3.842279 -1.659751 -3.501335 0.29 0.15 0.07
C 0.233192 -1.133850 6.756159 0.10 -0.32 0.20
C 0.177043 -0.909321 5.283008 0.05 0.80 -0.38
C -0.102945 0.372871 4.777720 0.09 -0.28 -1.10
C -0.185291 0.570457 3.400821 -0.08 -0.85 0.75
N -0.049691 -0.453237 2.540636 0.75 0.12 0.23
C 0.278099 -1.679396 2.988476 -0.24 0.44 0.24
C 0.410895 -1.918751 4.346920 0.21 -0.24 -0.09
H 0.894699 -0.420559 7.257559 -0.07 -0.07 -0.17
H -0.763423 -1.002469 7.189071 0.10 -0.06 -0.04
H 0.580310 -2.146331 6.974459 -0.08 0.15 0.09
H -0.241090 1.238529 5.392797 -0.06 0.13 0.52
H -0.428871 1.529063 2.949459 0.18 -0.05 0.26
H 0.393883 -2.459020 2.225423 0.00 0.34 0.47
H 0.742388 -2.900256 4.667502 -0.23 0.02 0.07
```
Forces are in eV/Å.

Output
E_LUMO (spin up / spin down) (eV): -6.58 / -8.73
Gap between HOMO and LUMO (spin up / spin down) (eV): 5.2 / 5.0
Charge: +2
ΔE to the lowest compared entry with this formula, charge and spin (eV): 0.596
2S+1: 3
E (Ha): -4693.11649